# 1
# C27H35Cl42FN2O3P

A 15-piece molecular cluster, C27H35Cl42FN2O3P overall at a distorted geometry (the ωB97M-V functional and the def2-TZVPD basis, the OMol25 dataset).

Geometry as XYZ:
```
111
Properties=species:S:1:pos:R:3:forces:R:3
C -1.09778 2.34668 3.14824 -0.3 -0.5 0.1
C -1.37934 1.45669 2.11751 0.2 1.2 0.0
N -2.46810 0.54166 2.12125 0.6 -1.7 1.2
C -3.79737 0.72362 2.58310 0.4 1.0 -0.3
P -4.45720 2.24186 3.36684 0.6 0.1 1.1
O -4.46326 2.12077 4.83486 -0.1 -0.1 0.1
C -4.46838 -0.41745 2.33413 -1.7 -1.6 0.2
C -5.90168 -0.84226 2.54677 -0.1 0.5 0.1
C -6.56928 -0.29554 3.83033 -0.5 -1.0 0.2
C -6.06523 -1.05439 5.09116 -0.2 0.6 -0.9
N -3.56460 -1.31159 1.76027 0.0 2.8 1.7
F -3.79593 -2.56446 1.39640 0.1 -0.2 0.4
C -2.39249 -0.69265 1.65789 1.6 -2.8 -2.0
C -1.23347 -1.47387 1.06788 0.6 1.1 1.5
C -0.72013 -2.41636 2.20621 -1.1 0.0 0.0
O -0.43182 -3.71531 1.70728 -0.5 0.1 0.7
C -0.41656 -4.58571 2.83016 1.0 -0.1 0.2
O 0.63077 -4.73729 3.39418 -0.7 -0.1 -0.4
C -1.72420 -5.23511 3.25949 0.0 -0.4 0.2
C -1.51217 -6.49196 4.15189 -0.1 -0.1 -0.5
H -1.32378 3.41238 3.02763 2.2 0.1 -0.8
H -0.59587 2.05079 4.07711 -2.1 -0.3 0.8
H -0.70691 1.38960 1.25817 -1.4 1.0 -0.8
H -3.59949 3.28730 2.95536 -0.4 -0.3 -0.6
H -5.73720 2.46334 2.81680 0.4 -0.1 -0.5
H -5.94376 -1.93817 2.60797 0.1 0.2 -0.1
H -6.47932 -0.56248 1.65294 0.2 0.0 0.1
H -7.63792 -0.54187 3.73707 0.2 0.2 -0.2
H -6.52319 0.79064 3.93347 0.1 -0.2 0.1
H -6.85191 -1.02553 5.84994 0.4 0.1 0.1
H -5.92410 -2.10482 4.80425 0.1 0.2 0.3
H -5.13133 -0.59243 5.42710 -0.2 -0.3 0.3
H -0.44947 -0.73005 0.88232 -0.1 -0.4 -0.5
H -1.53165 -2.01137 0.16482 0.0 0.1 0.2
H -1.55417 -2.52493 2.92656 0.3 0.1 -0.1
H 0.10227 -1.95680 2.77221 0.1 -0.2 -0.4
H -2.34932 -5.51620 2.40426 0.3 0.3 -0.1
H -2.31313 -4.51166 3.84411 0.3 0.1 -0.3
H -0.45561 -6.75034 4.27841 -0.2 0.3 0.1
H -1.98082 -7.34578 3.65131 0.1 0.1 0.2
H -1.99023 -6.38035 5.12849 0.2 0.0 -0.1
C -1.14354 2.68551 -1.69204 0.0 0.2 0.1
Cl -2.72573 3.45265 -1.54938 0.0 -0.1 0.0
Cl 0.03272 3.48315 -0.64735 0.0 -0.1 0.0
Cl -1.25612 0.96395 -1.30175 0.0 -0.1 -0.2
H -0.80843 2.77793 -2.71923 0.0 -0.1 0.0
C 3.44730 4.93999 -2.67788 0.0 -0.1 0.2
Cl 4.40589 3.52343 -2.23799 0.0 0.0 -0.1
Cl 2.02689 4.45682 -3.61773 0.0 0.1 -0.1
Cl 2.96521 5.83583 -1.23790 0.0 0.0 -0.1
H 4.05491 5.59250 -3.29456 0.0 -0.1 0.1
C 3.22032 7.47169 -5.60416 0.1 0.1 -0.2
Cl 4.59427 7.71591 -4.51308 -0.5 0.5 0.0
Cl 2.04028 8.77086 -5.41437 0.1 -0.3 0.0
Cl 3.76947 7.36717 -7.27461 0.0 0.0 0.1
H 2.74004 6.53615 -5.34397 0.0 0.0 0.0
C 2.90276 -6.95590 2.25912 0.0 0.0 0.0
Cl 1.90435 -8.40548 2.17561 0.0 0.0 0.0
Cl 3.43133 -6.66382 3.91673 0.0 0.0 0.1
Cl 4.29224 -7.08884 1.17849 0.0 0.0 0.0
H 2.30412 -6.11089 1.94179 0.0 0.0 0.1
C -5.28316 -1.05653 -2.16052 0.0 0.2 -0.4
Cl -6.49847 0.21674 -2.08176 0.0 -0.1 0.1
Cl -4.30836 -0.90938 -3.61871 0.0 0.0 0.1
Cl -4.25081 -1.01070 -0.71650 -0.4 0.3 -1.1
H -5.79044 -2.01330 -2.18184 0.0 0.0 0.1
C 2.79986 -12.53092 1.94781 0.1 0.0 0.1
Cl 1.22203 -11.75811 2.13429 -0.1 0.0 -0.3
Cl 3.96448 -11.85102 3.08186 0.0 0.0 -0.1
Cl 2.66381 -14.27764 2.16248 0.0 0.0 0.0
H 3.15388 -12.33770 0.94313 0.0 0.0 0.0
C -3.53543 -10.53626 3.75003 -0.1 0.0 -0.1
Cl -1.89463 -10.28413 3.15621 0.1 0.0 0.0
Cl -4.05989 -9.15762 4.72433 0.0 -0.1 0.0
Cl -4.64794 -10.80759 2.40867 0.0 0.0 0.1
H -3.53864 -11.41815 4.37857 0.0 0.0 0.0
C 7.98175 4.56305 -4.31620 0.2 0.0 0.1
Cl 6.71473 5.79709 -4.24397 0.4 -0.5 -0.1
Cl 8.91136 4.71763 -5.80588 -0.1 0.0 0.0
Cl 9.03698 4.66835 -2.90579 -0.1 0.0 0.0
H 7.50599 3.59018 -4.31172 0.0 0.0 0.0
C 5.63054 -3.65571 3.99192 0.1 0.0 0.0
Cl 4.31300 -2.48957 4.17489 0.0 0.0 0.0
Cl 6.56624 -3.31575 2.53482 -0.1 0.0 0.0
Cl 6.66779 -3.65300 5.41751 -0.1 0.0 0.0
H 5.19370 -4.64066 3.89137 0.0 0.0 0.0
C 3.70596 12.09211 -6.27217 0.1 0.0 -0.1
Cl 5.07780 12.30616 -5.18214 0.0 -0.1 0.0
Cl 2.55088 13.41281 -6.08104 0.3 0.2 -0.1
Cl 4.26070 11.95148 -7.94539 0.0 -0.6 0.4
H 3.20465 11.16938 -6.00827 0.0 0.0 0.0
C -1.22707 11.89065 -5.26359 0.0 0.0 -0.2
Cl -2.26891 10.65641 -5.97658 0.0 0.0 0.1
Cl 0.41524 11.27339 -5.05408 -0.4 0.0 0.2
Cl -1.22141 13.34838 -6.25470 0.0 0.0 0.1
H -1.61965 12.14434 -4.28709 0.0 0.0 0.0
C 3.88440 15.39605 -10.44094 0.0 0.1 0.1
Cl 3.55776 14.75910 -8.82742 -0.1 0.6 -0.4
Cl 2.79510 16.73406 -10.82172 0.0 0.0 0.0
Cl 5.56902 15.90628 -10.58164 0.0 0.0 0.0
H 3.71010 14.60470 -11.15906 0.0 0.0 0.0
C 0.74370 -0.01355 -5.04620 0.1 -0.1 0.1
Cl -0.83910 0.76467 -4.91412 0.0 0.0 -0.1
Cl 1.91848 0.78845 -4.00260 0.0 0.0 0.0
Cl 0.62509 -1.72808 -4.65024 0.0 0.0 0.0
H 1.08072 0.07688 -6.07131 0.0 0.0 0.0
C 1.64680 -13.35402 6.47081 -0.1 0.1 0.1
Cl 0.61236 -12.51838 5.30533 0.1 -0.1 0.2
Cl 3.24532 -12.61414 6.54161 0.0 0.0 0.0
Cl 0.89898 -13.36341 8.07076 0.0 0.0 0.0
H 1.76156 -14.38022 6.14492 0.0 0.0 0.0
```
Positions in Å, forces in eV/Å.

Output
charge = +1
max |F| = 3.8 eV/Å
orbital gap = 6.79 eV
HOMO level = -11.5 eV
E = -575623.5744 eV

***

# 2
# C27H35CrFN4P2

C27H35CrFN4P2 as an isolated structure at a distorted geometry (the ωB97M-V functional and the def2-TZVPD basis, the OMol25 dataset).

Geometry as XYZ:
```
70
Properties=species:S:1:pos:R:3:forces:R:3
Cr -0.09092 0.89425 2.50174 0.2 -0.1 2.9
C -2.02726 1.72662 -3.95223 -0.6 -0.4 -0.2
C -2.15243 0.44569 -3.59483 -0.7 0.5 -0.6
C -1.30865 -0.67371 -4.10197 0.5 -0.3 0.0
C 0.19574 -0.33476 -4.23533 0.2 -0.5 -0.4
C 0.75272 0.43997 -3.07729 0.5 0.3 -0.1
C 0.77942 1.77542 -3.00731 0.4 -0.4 -0.5
C 0.38074 2.62918 -4.18987 -0.3 0.3 0.1
C -0.97297 2.27949 -4.86135 -0.1 0.6 -0.4
C 1.17049 0.52312 4.17454 0.0 0.4 0.6
H -2.81309 2.44682 -3.69611 0.4 -0.3 0.3
H -3.00972 0.12386 -3.00364 0.1 0.3 -0.2
H -1.67193 -0.99764 -5.09185 0.0 0.0 0.3
H -1.41984 -1.54693 -3.44131 0.0 0.2 -0.1
H 0.73851 -1.29180 -4.29996 -0.1 0.3 -0.1
H 0.36487 0.17747 -5.19293 0.1 -0.1 0.4
H 1.27078 -0.17956 -2.34528 -0.3 0.4 -0.1
H 1.20728 2.31146 -2.15309 -0.1 -0.4 -0.2
H 1.14293 2.56942 -4.98759 0.0 0.0 0.4
H 0.33878 3.68058 -3.87256 0.1 -0.3 -0.1
H -1.37109 3.22413 -5.25725 0.1 -0.2 -0.1
H -0.81435 1.63855 -5.73948 -0.1 0.1 0.3
H 0.53012 0.85669 5.01781 0.3 -0.1 -0.6
H 2.14496 1.02815 4.29706 -0.2 -0.2 -0.1
H 1.31354 -0.56006 4.29686 0.1 0.2 0.0
P 1.60675 -0.37682 1.44577 1.3 1.1 0.0
P -1.34140 -0.88296 1.57764 -1.9 0.6 0.6
N 2.65383 0.88822 0.88048 0.2 -0.1 -0.2
N 2.73066 -1.56806 2.06568 -0.2 0.1 0.5
N -2.22570 0.44082 0.77130 0.6 0.1 -0.1
N -2.68748 -1.78050 2.13134 -0.9 -0.7 -0.4
C 0.92566 -1.16518 -0.02824 0.2 -0.4 -0.3
C -0.47158 -1.77106 0.25381 -0.3 -0.5 -0.7
C 2.57859 2.17354 1.43804 0.8 0.0 -0.5
C 3.60401 2.93162 0.90768 -0.5 -0.6 0.0
C 4.32393 2.11120 -0.02279 -0.8 -0.9 0.3
C 3.71443 0.86024 -0.02160 0.3 1.0 0.3
C 3.58748 -1.35311 3.15517 0.4 -1.0 -0.2
C 4.23002 -2.54794 3.46021 -0.9 0.9 -0.7
C 3.72303 -3.54577 2.56628 -0.7 0.9 -0.4
C 2.80352 -2.92690 1.73674 0.5 0.0 0.4
C -2.30772 1.74944 1.31134 -0.5 0.1 -0.7
C -2.79531 2.59424 0.32545 0.5 -0.9 0.3
C -2.99003 1.82063 -0.84245 0.3 -1.0 0.2
C -2.61873 0.51090 -0.54402 -0.3 0.8 0.0
C -3.83021 -2.11902 1.38549 -0.3 -0.6 0.8
C -4.69629 -2.84118 2.19571 1.2 0.7 -0.3
C -4.08009 -2.93768 3.49304 0.8 0.6 -0.7
C -2.86587 -2.27498 3.42781 -0.7 -0.4 -0.4
H 1.62961 -1.91753 -0.42100 -0.4 0.2 -0.2
H 0.85129 -0.35769 -0.76975 -0.1 -0.2 0.6
H -1.08550 -1.76805 -0.65823 0.3 -0.3 0.1
H -0.35841 -2.81103 0.60894 -0.2 0.3 -0.1
H 1.81496 2.41097 2.17633 0.4 -0.1 -0.1
H 3.82174 3.96042 1.15497 -0.1 -0.1 0.0
H 5.18301 2.41064 -0.60939 -0.2 -0.1 0.1
H 3.93292 -0.04328 -0.57261 0.1 0.1 0.1
H 3.64721 -0.38853 3.63394 0.0 -0.1 -0.2
H 4.96747 -2.69261 4.23210 0.0 0.1 0.0
H 3.99212 -4.58910 2.54924 0.0 0.0 -0.1
H 2.19394 -3.31416 0.93536 0.1 -0.1 0.1
H -2.26511 1.90949 2.38321 0.2 -0.1 -0.1
H -2.97444 3.65125 0.43189 -0.1 0.0 0.1
H -3.33470 2.17690 -1.79908 0.0 -0.1 0.2
H -2.64115 -0.38933 -1.13922 0.1 0.2 0.0
H -3.92320 -1.80468 0.35422 0.0 -0.1 0.2
H -5.64934 -3.25734 1.90036 0.1 0.1 0.0
H -4.49499 -3.43940 4.35158 0.1 0.1 0.1
H -2.10338 -2.10352 4.16557 0.0 0.1 0.1
F -1.45414 1.18052 3.83493 0.2 0.2 -0.3
```
Positions in Å, forces in eV/Å.

Output
charge = 0
max |F| = 2.9 eV/Å
spin multiplicity = 5
orbital gap (spin up / spin down) = 7.49 / 8.09 eV
HOMO level (spin up / spin down) = -7.1 / -8.2 eV
<S²> = 6.06
relative energy (zero: lowest compared OMol25 entry of this formula, charge and spin) = 2.078 eV
E = -84240.1187 eV

***

# 3
# C27H35I2N7ORu

C27H35I2N7ORu as an isolated structure at a distorted geometry (the ωB97M-V functional and the def2-TZVPD basis, the OMol25 dataset).

Geometry as XYZ:
```
73
Properties=species:S:1:pos:R:3:forces:R:3
Ru 0.17170 -0.27590 -0.08510 -3.3 0.0 2.4
C -0.52850 2.83060 2.20960 0.0 0.1 -0.1
C -0.25300 1.36790 2.12860 0.7 -0.3 -0.1
C 1.06120 0.86790 2.21630 -0.6 0.2 -0.2
C 1.32160 -0.51450 2.29430 -0.4 -0.4 -0.2
C 2.70720 -1.02990 2.51500 0.1 -0.1 -0.1
C 0.22710 -1.40540 2.26810 0.7 0.3 -0.4
C -1.10150 -0.93930 2.19660 0.1 0.6 -0.5
C -2.24990 -1.87890 2.35830 -0.1 -0.1 -0.1
C -1.31930 0.44750 2.07040 0.4 -0.7 -0.3
H -0.82310 3.23180 1.23920 0.0 0.0 0.0
H 0.34370 3.37430 2.56080 0.0 0.1 0.0
H -1.35030 3.01540 2.89890 0.0 0.0 0.0
H 1.88220 1.56430 2.34300 0.0 0.0 -0.1
H 2.99680 -1.72600 1.72590 0.0 0.0 0.0
H 2.75290 -1.57510 3.45770 0.0 0.0 0.0
H 3.42670 -0.21750 2.55850 0.1 0.0 0.0
H 0.40550 -2.46300 2.43560 0.0 0.0 -0.1
H -2.73850 -2.08010 1.40450 0.0 0.0 0.0
H -2.99500 -1.44140 3.01900 0.0 0.0 0.1
H -1.92110 -2.82510 2.77900 0.0 -0.1 0.0
H -2.33440 0.82550 2.08200 0.0 0.0 -0.2
C 5.36570 -2.52490 -1.35410 0.1 0.0 -0.2
C 5.53300 -1.95250 -2.75960 0.0 0.2 0.0
C 4.75400 -2.76190 -3.78660 0.0 0.0 0.1
C 5.14590 -0.44950 -2.82320 1.1 -0.8 -0.8
N 3.90590 -0.21140 -2.15280 -0.8 0.7 1.5
C 3.69420 0.19890 -0.88860 -0.4 -0.2 -0.3
N 2.39450 0.16600 -0.67490 1.4 0.5 0.2
N 1.84530 -0.27390 -1.81170 -0.3 0.2 0.1
N 2.73650 -0.49880 -2.68870 -0.2 -0.5 -1.1
H 5.82400 -3.50890 -1.31000 0.0 -0.1 0.0
H 4.31200 -2.64600 -1.09580 -0.1 0.0 0.0
H 5.85480 -1.90560 -0.60500 0.0 0.1 0.2
H 6.59440 -1.98970 -3.02260 -0.1 0.1 0.0
H 3.67920 -2.67790 -3.62540 -0.1 -0.1 0.0
H 5.02850 -3.81130 -3.71180 0.0 -0.1 -0.1
H 4.97030 -2.42330 -4.79710 0.0 0.0 -0.1
H 5.01860 -0.15310 -3.86640 0.1 0.1 0.2
H 5.91350 0.16660 -2.35180 -0.2 0.0 0.0
H 4.43840 0.50950 -0.18490 0.3 0.0 0.0
C -9.32020 -2.24980 -2.93160 -0.4 -0.4 0.1
C -8.45490 -1.15330 -3.36640 0.2 0.2 -0.2
C -7.56190 -0.51630 -2.47510 0.4 0.4 -0.1
C -6.72400 0.47980 -2.89770 -0.1 -0.2 0.5
C -6.74270 0.91080 -4.25090 0.2 0.1 0.1
N -5.91120 1.86090 -4.73960 -1.0 -0.3 -0.5
C -4.72730 2.44040 -4.23700 0.7 -0.2 0.6
O -4.39930 3.53090 -4.59700 -0.1 0.1 -0.1
N -4.01260 1.62430 -3.38480 -0.7 -0.3 -0.4
C -2.81730 1.95610 -2.76490 0.9 0.3 0.7
C -2.13560 3.16120 -2.96090 -0.1 -0.1 -0.2
C -0.95370 3.37380 -2.27720 0.0 -0.2 0.3
C -0.47470 2.40140 -1.41270 0.2 0.5 -0.1
N -1.12580 1.25310 -1.21940 1.4 -1.1 0.1
C -2.26210 1.03340 -1.86980 -0.5 0.0 -0.2
C -7.69440 0.32640 -5.12950 -0.5 -0.3 -0.2
C -8.50510 -0.68690 -4.70150 0.3 0.4 -0.2
H -9.08960 -2.59410 -1.92800 0.0 -0.1 0.0
H -9.27260 -3.08000 -3.64110 0.1 -0.1 0.0
H -10.37210 -1.94130 -2.96330 0.0 0.1 0.1
H -7.55890 -0.81200 -1.43590 0.0 0.0 0.1
H -6.10570 0.99720 -2.18010 0.0 0.0 0.0
H -6.21050 2.32480 -5.59910 0.2 -0.1 0.1
H -4.30810 0.66200 -3.28330 0.0 0.2 -0.1
H -2.51680 3.90810 -3.64260 0.0 -0.1 0.1
H -0.40730 4.29410 -2.41900 0.0 0.0 0.0
H 0.44950 2.54560 -0.85660 -0.1 -0.1 -0.2
H -2.76260 0.09010 -1.68190 0.1 0.0 0.0
H -7.74700 0.66830 -6.15260 0.0 0.0 -0.1
H -9.19300 -1.15420 -5.39040 -0.1 0.0 -0.1
I -0.63610 -2.81120 -1.06990 0.1 1.1 -0.1
I -1.83710 -2.30100 -3.41180 0.2 -0.2 0.2
```
Positions in Å, forces in eV/Å.

Output
charge = +3
max |F| = 4.1 eV/Å
spin multiplicity = 2
orbital gap (spin up / spin down) = 7.16 / 5.86 eV
HOMO level (spin up / spin down) = -16.6 / -16.6 eV
<S²> = 0.81
relative energy (zero: lowest compared OMol25 entry of this formula, charge and spin) = 0.000 eV
E = -59802.0051 eV

***

Question: E of number 3 (C27H35I2N7ORu)?
Answer: -59802.0051 eV